Entry from OMol25: 2 unconnected molecules or ions with the total composition C3H9NO2 (ωB97M-V/def2-TZVPD).

```
15
Properties=species:S:1:pos:R:3:nbo_charge:R:1
C -0.59 -1.53 -0.72 -0.602
C -0.87 -0.19 -0.05 -0.508
C 0.08 0.89 -0.53 0.689
N -0.44 2.12 -0.80 -0.828
O 1.26 0.67 -0.73 -0.649
H 0.48 -1.71 -0.79 0.232
H -0.93 -2.33 -0.07 0.209
H -1.16 -1.59 -1.62 0.207
H -0.72 -0.18 1.03 0.250
H -1.90 0.08 -0.26 0.204
H -1.30 2.47 -0.42 0.395
H 0.19 2.76 -1.24 0.401
O 1.64 -0.33 2.24 -0.952
H 2.24 -1.01 2.57 0.466
H 2.04 -0.10 1.39 0.486
```

The SMILES is CCC(N)=O.O. The energy above the lowest of the compared OMol25 structures with the same formula, charge and spin is 0.302 eV. The HOMO-LUMO gap comes out at 10.82 eV. The value obtained for the HOMO energy is -9.9 eV.